A 4-piece molecular cluster, C25H27Br2F27N2O4 overall at a distorted geometry. Source: OMol25; level of theory: ωB97M-V/def2-TZVPD.

- calculated total energy (eV) = -250982.25529
- molecular weight (g mol⁻¹) = 1092.255
- HOMO (eV) = -9.1
- frontier orbital gap (Eh) = 0.319
- spin multiplicity = 1

Geometry as XYZ:
```
87
C25H27Br2F27N2O4 | OMol25 | ωB97M-V/def2-TZVPD
C 2.319 -6.224 -3.107
C 2.493 -6.705 -4.671
N 2.269 -5.616 -5.697
C 0.942 -4.910 -5.531
C 0.248 -5.100 -7.022
O -0.832 -5.875 -7.169
N 1.004 -4.264 -8.038
C 1.917 -3.348 -7.196
C 1.273 -3.290 -5.654
C 2.360 -2.613 -4.631
C 1.768 -2.189 -3.162
C 0.211 -1.677 -3.158
F -0.118 -0.694 -4.231
Br -0.014 -0.641 -1.414
C -0.900 -2.916 -3.048
F -1.645 -3.154 -4.306
F -0.304 -4.169 -2.471
Br -2.307 -2.335 -1.690
H 2.886 -7.015 -2.430
H 1.164 -6.292 -2.844
H 2.715 -5.121 -2.950
H 3.607 -7.098 -4.844
H 1.702 -7.572 -4.852
H 2.293 -6.116 -6.633
H 0.170 -5.275 -4.731
H 0.270 -3.631 -8.478
H 1.752 -2.317 -7.776
H 3.069 -3.532 -7.282
H 0.315 -2.618 -5.863
H 3.195 -3.440 -4.426
H 2.929 -1.736 -5.194
H 1.987 -3.035 -2.349
H 2.421 -1.258 -2.799
C 2.600 4.804 -0.840
C 1.867 5.804 0.066
C 2.165 5.657 1.554
F 1.788 4.452 2.037
F 1.476 6.585 2.274
F 0.531 5.738 -0.182
F 2.252 7.061 -0.324
O 1.848 3.658 -1.245
C 1.851 2.569 -0.324
C 0.454 2.250 0.223
F -0.079 3.315 0.877
F 0.498 1.229 1.119
F 2.757 2.810 0.653
F 2.326 1.499 -1.018
H 2.810 5.333 -1.778
H 3.589 4.533 -0.454
H 3.228 5.801 1.763
H -0.231 1.973 -0.583
C -5.790 1.264 1.005
C -6.883 1.278 2.085
C -6.409 0.886 3.480
F -5.932 -0.377 3.525
F -7.442 0.932 4.366
F -7.924 0.503 1.678
F -7.375 2.556 2.145
O -5.734 0.093 0.186
C -4.982 -0.994 0.724
C -5.841 -2.238 0.985
F -6.839 -1.977 1.868
F -5.099 -3.241 1.525
F -4.313 -0.575 1.824
F -4.031 -1.280 -0.205
H -6.037 2.071 0.305
H -4.805 1.538 1.400
H -5.634 1.566 3.843
H -6.296 -2.603 0.061
C 1.258 3.550 5.441
C 2.333 4.546 5.904
C 3.715 3.940 6.122
F 3.716 2.997 7.089
F 4.597 4.896 6.524
F 1.894 5.194 7.015
F 2.437 5.507 4.932
O 0.398 3.038 6.462
C 0.899 1.909 7.175
C 1.110 2.196 8.667
F 1.998 3.205 8.859
F 1.616 1.109 9.309
F 2.017 1.452 6.563
F -0.036 0.933 7.024
H 0.587 4.106 4.776
H 1.667 2.752 4.810
H 4.106 3.498 5.202
H 0.171 2.476 9.151
```